ORCA calculation (ωB97M-V with the def2-TZVPD basis set) on one molecule with the formula C3H7OP at a distorted geometry.

Cartesian coordinates (Å):
H1 0.20362 -2.04855 0.33903
C1 0.48573 1.24635 -0.40124
H2 -0.73914 -1.53132 -1.19494
H3 -1.60311 -2.05939 0.15329
P1 -0.92814 0.16917 0.24446
H4 0.03099 1.81082 -1.33373
H5 -0.76479 -0.08034 1.66197
C2 -0.65715 -1.58708 -0.15128
C3 1.71071 1.17209 0.12443
H6 1.82622 0.40329 0.85923
O1 -2.25465 0.74037 -0.13369
H7 2.68970 1.76458 -0.16752

Summary:
**Total energy**: -535.05902 hartree
**Spin multiplicity**: 1
**Total charge**: 0
**Orbital gap**: 0.399 Ha
**Largest force on an atom**: 2.71 eV Å⁻¹
**SMILES**: C=C[P@H](C)=O